[1]
Entry from OMol25: a structure of composition C32H27N9NiO3S2 (wB97M-V/def2-TZVPD).

Structure (ORCA input):
```
! RIJCOSX wB97M-V def2-TZVPD def2/J DEFGRID3
* xyz 0 3
Ni 0.289 0.263 -0.713
C 4.779 -1.190 2.227
C 3.640 -1.949 2.453
C 2.639 -1.994 1.504
C 2.750 -1.241 0.329
C 3.903 -0.486 0.111
C 4.916 -0.477 1.047
N 1.730 -1.227 -0.618
C 1.361 -2.368 -1.182
C 2.129 -3.564 -1.143
C 1.762 -4.642 -1.894
C 0.610 -4.610 -2.705
C -0.154 -3.480 -2.769
C 0.195 -2.342 -2.008
N -0.530 -1.196 -1.996
N -1.418 -1.122 -2.922
C -2.282 -0.093 -3.006
C -3.150 -0.060 -4.114
C -4.042 0.982 -4.222
C -4.058 1.952 -3.225
C -3.146 1.846 -2.184
N -2.276 0.865 -2.068
H 5.554 -1.146 2.977
H 3.535 -2.510 3.370
H 1.743 -2.573 1.675
H 3.973 0.091 -0.797
H 5.813 0.092 0.854
H 3.039 -3.570 -0.561
H 2.371 -5.534 -1.876
H 0.345 -5.484 -3.281
H -1.035 -3.420 -3.390
H -3.093 -0.841 -4.852
H -4.709 1.058 -5.069
H -4.754 2.777 -3.255
H -3.111 2.610 -1.414
N 0.084 6.723 -2.570
C 0.394 5.406 -2.648
O 1.083 4.960 -3.540
C -0.157 4.532 -1.565
C -0.716 5.006 -0.381
C -1.166 4.084 0.546
C -1.037 2.731 0.277
N -0.457 2.268 -0.832
C -0.044 3.151 -1.731
H 0.413 7.330 -3.304
H -0.540 7.102 -1.879
H -0.792 6.061 -0.162
H -1.596 4.405 1.481
H -1.386 2.004 0.998
H 0.415 2.767 -2.635
N -3.518 -4.887 3.661
C -2.820 -3.733 3.401
C -2.662 -2.774 4.409
C -1.868 -1.672 4.189
C -1.237 -1.492 2.968
C -1.398 -2.413 1.951
C -2.198 -3.524 2.165
S -0.252 -0.011 2.949
O 0.797 -0.206 3.919
O -1.137 1.105 3.186
N 0.417 0.165 1.452
C 1.380 1.073 1.419
S 2.171 1.760 2.820
C 3.079 2.767 1.737
C 2.757 2.514 0.445
N 1.816 1.558 0.271
H -4.134 -4.868 4.455
H -3.837 -5.431 2.877
H -3.159 -2.912 5.360
H -1.729 -0.925 4.953
H -0.919 -2.253 0.995
H -2.342 -4.247 1.373
H 3.795 3.461 2.124
H 3.180 3.000 -0.417
*
```

E (eV): -115888.8445
HOMO-LUMO gap (alpha / beta) (Ha): 0.2082 / 0.2188


[2]
Entry from OMol25: a structure of composition C31H33N5O7PdSi (wB97M-V/def2-TZVPD).

Structure (ORCA input):
```
! RIJCOSX wB97M-V def2-TZVPD def2/J DEFGRID3
* xyz 0 5
Pd 0.269 -0.061 0.108
C 2.847 0.743 1.756
N 1.983 1.479 0.813
C 2.782 2.015 -0.291
C 1.198 2.471 1.489
C 1.529 3.811 1.510
C 0.738 4.721 2.201
C -0.404 4.302 2.876
C -0.758 2.972 2.866
C 0.032 2.034 2.174
N -0.327 0.741 1.971
C -1.192 0.007 2.733
C -1.396 0.217 4.109
C -2.240 -0.608 4.820
C -2.896 -1.653 4.177
C -2.683 -1.887 2.826
C -1.828 -1.080 2.096
N -1.599 -1.307 0.681
C -2.751 -0.782 -0.091
C -1.400 -2.746 0.394
H 3.591 1.412 2.202
H 2.245 0.304 2.550
H 3.359 -0.052 1.216
H 3.260 1.175 -0.787
H 2.127 2.536 -0.987
H 3.572 2.686 0.064
H 2.398 4.166 0.977
H 1.008 5.769 2.197
H -1.033 5.023 3.380
H -1.687 2.651 3.316
H -0.844 1.000 4.610
H -2.380 -0.449 5.881
H -3.565 -2.296 4.732
H -3.191 -2.710 2.342
H -3.680 -1.244 0.257
H -2.809 0.299 0.030
H -2.609 -1.016 -1.143
H -2.340 -3.301 0.455
H -0.975 -2.868 -0.602
H -0.696 -3.157 1.117
O -0.497 2.835 -2.747
C -0.603 1.796 -2.127
O -0.350 1.704 -0.849
C -1.134 0.553 -2.809
C -2.318 0.669 -3.529
C -2.845 -0.484 -4.090
C -2.272 -1.726 -3.953
C -1.090 -1.859 -3.202
C -0.503 -0.675 -2.684
O 0.706 -0.697 -2.012
N -0.593 -3.129 -2.967
O 0.353 -3.283 -2.094
O -1.104 -4.112 -3.567
N -4.105 -0.378 -4.856
O -4.535 -1.382 -5.386
O -4.640 0.712 -4.906
H -2.796 1.627 -3.654
H -2.716 -2.609 -4.383
C 2.089 -2.398 -4.154
Si 2.172 -1.188 -2.754
C 2.852 0.374 -3.527
C 3.156 -1.684 -1.239
C 4.495 -1.310 -1.099
C 5.234 -1.678 0.019
C 4.640 -2.426 1.026
C 3.309 -2.803 0.910
C 2.574 -2.439 -0.212
H 3.020 -2.303 -4.721
H 1.274 -2.140 -4.835
H 1.954 -3.425 -3.829
H 3.824 0.184 -3.989
H 2.950 1.222 -2.854
H 2.174 0.678 -4.330
H 4.975 -0.721 -1.874
H 6.273 -1.384 0.102
H 5.216 -2.719 1.895
H 2.846 -3.400 1.686
H 1.552 -2.784 -0.330
*
```

E (eV): -65817.0357
HOMO-LUMO gap (alpha / beta) (Ha): 0.2075 / 0.2020


[3]
Entry from OMol25: a structure of composition C22H15Cl68InP (wB97M-V/def2-TZVPD).

Structure (ORCA input):
```
! RIJCOSX wB97M-V def2-TZVPD def2/J DEFGRID3
* xyz -1 1
C -0.282 -2.762 1.171
C 0.357 -2.985 -0.239
P 1.135 -1.355 -0.858
C 2.055 -0.686 0.637
C 3.111 0.409 0.276
In -0.898 0.087 -1.419
C -0.625 2.130 -0.519
H 0.483 -2.668 1.964
H -0.872 -1.830 1.139
H -0.929 -3.614 1.462
H -0.469 -3.177 -0.944
H 1.118 -3.770 -0.231
H 1.344 -0.308 1.395
H 2.624 -1.531 1.075
H 2.619 1.392 0.338
H 3.910 0.402 1.044
H 3.578 0.235 -0.706
H -2.434 -0.667 -0.819
H -1.119 0.210 -3.211
H 0.410 2.251 -0.155
H -0.783 2.865 -1.329
H -1.365 2.293 0.282
C 7.808 -0.648 -2.189
Cl 6.553 -1.877 -2.015
Cl 8.564 -0.378 -0.608
Cl 9.032 -1.210 -3.341
Cl 7.096 0.862 -2.777
C 2.149 -7.219 0.433
Cl 0.687 -7.766 1.271
Cl 2.539 -5.561 0.904
Cl 3.505 -8.285 0.847
Cl 1.875 -7.240 -1.313
C -2.236 5.560 -3.237
Cl -3.585 4.414 -3.067
Cl -1.498 5.871 -1.657
Cl -1.016 4.890 -4.337
Cl -2.857 7.078 -3.916
C -5.760 7.053 -0.618
Cl -6.504 7.357 -2.198
Cl -4.313 8.061 -0.446
Cl -6.913 7.455 0.666
Cl -5.312 5.346 -0.496
C -5.026 0.739 1.371
Cl -5.941 0.968 2.875
Cl -5.316 2.123 0.296
Cl -3.315 0.605 1.750
Cl -5.563 -0.743 0.565
C -6.978 -3.566 -1.829
Cl -8.605 -3.368 -1.157
Cl -5.789 -3.537 -0.518
Cl -6.886 -5.117 -2.684
Cl -6.639 -2.248 -2.960
C 4.956 -4.633 -2.616
Cl 4.682 -5.260 -4.252
Cl 3.647 -3.521 -2.170
Cl 4.988 -5.978 -1.466
Cl 6.507 -3.776 -2.562
C 4.576 -2.511 3.055
Cl 5.169 -2.220 1.413
Cl 5.934 -2.310 4.178
Cl 3.264 -1.351 3.396
Cl 3.947 -4.160 3.170
C -5.975 9.208 4.322
Cl -6.315 7.711 5.207
Cl -5.178 8.818 2.792
Cl -7.497 10.056 3.994
Cl -4.920 10.245 5.297
C 2.972 4.806 -3.424
Cl 1.696 4.381 -2.269
Cl 3.505 6.476 -3.140
Cl 4.356 3.713 -3.229
Cl 2.346 4.658 -5.074
C 1.198 -0.188 -6.051
Cl 2.619 -0.274 -7.114
Cl 1.616 -0.797 -4.448
Cl 0.663 1.497 -5.925
Cl -0.108 -1.169 -6.739
C 10.308 -3.816 1.327
Cl 9.580 -3.564 2.922
Cl 10.870 -5.492 1.192
Cl 9.104 -3.490 0.074
Cl 11.682 -2.715 1.125
C -2.636 8.358 8.271
Cl -3.119 7.490 6.807
Cl -3.841 9.603 8.647
Cl -2.525 7.219 9.624
Cl -1.059 9.122 8.012
C -7.711 -6.812 -6.165
Cl -6.310 -6.930 -7.242
Cl -7.268 -7.408 -4.556
Cl -8.229 -5.124 -6.052
Cl -9.036 -7.795 -6.811
C 3.294 -2.329 8.025
Cl 2.662 -1.059 9.087
Cl 4.892 -2.839 8.603
Cl 2.192 -3.716 8.043
Cl 3.435 -1.709 6.374
C 8.200 4.631 -0.944
Cl 9.449 5.596 -1.754
Cl 6.631 4.941 -1.708
Cl 8.602 2.917 -1.089
Cl 8.125 5.080 0.771
C -11.733 -6.025 0.220
Cl -10.333 -6.126 -0.856
Cl -11.291 -6.630 1.825
Cl -12.253 -4.336 0.348
Cl -13.059 -7.002 -0.436
*
```

E (eV): -889034.4336
HOMO-LUMO gap (Ha): 0.2018


[4]
Entry from OMol25: the molecule C4H8N2O2 (wB97M-V/def2-TZVPD).

Structure (ORCA input):
```
! RIJCOSX wB97M-V def2-TZVPD def2/J DEFGRID3
* xyz 0 1
H -0.377 2.430 -1.735
N -0.026 1.496 -1.895
C -0.062 0.949 -0.743
N -0.546 1.390 0.444
C 0.090 0.346 1.376
C 0.105 -1.070 0.633
O -1.038 -1.858 0.728
C 0.176 -0.585 -0.759
O 1.130 -0.991 -1.678
H -0.303 2.281 0.826
H 1.181 0.540 1.420
H -0.409 0.267 2.356
H 0.961 -1.656 0.856
H -1.052 -2.195 1.640
H -0.762 -0.961 -1.061
H 0.932 -0.385 -2.409
*
```

E (eV): -11351.3801
HOMO-LUMO gap (Ha): 0.3793


Question: What is the E in the third record?
Answer: -889034.4336 eV


Question: Which value of E does entry 3 give?
Answer: -889034.4336 eV


Question: E of number 4 (C4H8N2O2)?
Answer: -11351.3801 eV